Record 1
C20H29N2OPdS8 | ωB97M-V with the def2-TZVPD basis set

Values from the calculation:
Total energy: -4277.31261 Ha
Energy above the lowest of the compared OMol25 structures with the same formula, charge and spin: 22.12 kcal/mol
E_HOMO (spin up / spin down): -10.3 / -11.3 eV
⟨S²⟩: 6.03

Structure (ORCA input):
```
! RIJCOSX wB97M-V def2-TZVPD def2/J DEFGRID3
* xyz 1 5
H -4.29 -0.02 -1.98
H 1.62 -2.17 -4.21
C -1.32 2.99 -0.25
H 1.59 1.59 -1.00
C 2.44 0.79 -2.80
H -3.85 -2.89 0.76
O -1.24 6.61 0.97
N 3.55 -0.31 0.68
H 4.87 1.00 -0.33
C -5.09 -0.40 0.00
N 2.66 1.21 2.23
C 1.60 0.75 -1.69
C 1.62 -1.35 -3.50
H -5.73 0.48 0.13
C -2.62 -2.31 -1.88
C -1.21 5.44 0.79
H -5.53 -1.23 0.55
H 3.07 1.65 -2.96
C -3.09 -2.62 1.48
S 1.29 -1.05 1.85
H 0.19 -2.28 -2.24
C 2.10 1.34 3.56
H 2.45 -1.94 -0.07
H 3.27 2.41 0.61
C 3.46 -1.53 -0.10
H 4.15 -2.27 0.31
C -0.94 2.82 1.07
H 1.80 0.36 3.94
H 2.26 3.19 1.82
H -2.43 -0.91 2.63
H -2.31 -1.30 -1.55
S -3.49 0.06 0.78
C -2.00 -3.39 -1.00
C 0.80 -1.40 -2.39
C 0.79 -0.35 -1.48
S -0.69 1.35 1.86
C -3.30 -1.24 2.05
C 4.83 0.35 0.55
S -1.62 4.65 -0.75
H -3.08 -3.35 2.29
C 3.07 2.48 1.68
H 2.86 1.76 4.21
H 5.60 -0.42 0.43
H -5.96 -0.62 -1.96
H 5.06 0.93 1.44
C 2.44 -0.26 -3.70
H 3.10 -0.23 -4.56
C 2.60 0.05 1.54
H 3.72 -1.32 -1.13
S -4.45 -2.42 -1.85
S -1.56 1.74 -1.36
C -4.97 -0.71 -1.49
Pd -0.76 -0.38 0.12
H 3.96 2.87 2.19
H -2.71 -4.21 -0.84
H -2.31 -2.44 -2.92
H 1.23 2.00 3.56
H -1.10 -3.81 -1.45
H -4.19 -1.21 2.68
S -1.46 -2.80 0.64
S -0.72 4.27 2.04
*
```

Atom charges from the Mulliken analysis, given in e for atoms 1 to 4: number 1, H, carries 0.21; number 2, H, carries 0.44; number 3, C, carries 0.40; number 4, H, carries 0.32



Record 2
C20H29N3O4 | ωB97M-V with the def2-TZVPD basis set

Values from the calculation:
SMILES: COc1ccc(C=C2C(=O)N(C)C(=O)N(C)C2=O)cc1.CCN(CC)CC
Total energy: -1244.72645 Ha
Energy above the lowest of the compared OMol25 structures with the same formula, charge and spin: 54.19 kcal/mol
E_HOMO: -7.6 eV

Structure (ORCA input):
```
! RIJCOSX wB97M-V def2-TZVPD def2/J DEFGRID3
* xyz 0 1
H 3.72 0.40 0.89
C 0.52 0.88 -2.30
O 3.63 -4.09 0.99
N -1.61 0.88 3.26
H -0.75 -1.82 -1.47
N -0.70 0.17 -2.01
H 0.99 -3.71 0.29
H -0.19 -2.85 -3.57
H -3.29 0.03 4.10
C 1.59 -2.82 0.49
C 0.81 1.29 -3.74
H -1.78 -0.94 4.21
O 0.31 -0.38 3.31
C 0.09 1.29 1.59
H -2.02 2.15 -3.51
H 3.63 -6.10 1.08
C 0.03 -1.78 -3.46
O -0.36 3.27 0.34
C -1.85 4.44 2.30
H 1.56 1.70 0.16
N -1.41 3.06 2.36
H 2.10 -5.38 1.68
H -1.00 5.10 2.54
H 0.50 1.79 -1.68
C 1.10 0.91 0.75
C -2.22 0.05 4.28
H -1.94 -1.32 -2.68
H 4.82 -1.84 1.04
H -2.23 4.70 1.31
C 1.73 -0.40 0.71
C -0.55 2.60 1.36
H 2.43 -5.46 -0.09
C -0.33 0.52 2.78
O -3.04 2.54 3.92
H 1.35 0.25 -1.92
H -0.10 -1.48 0.42
H 0.06 1.99 -4.11
C -2.65 1.49 -2.91
C -2.09 2.20 3.22
H -2.04 0.47 5.28
C 2.88 -5.33 0.90
H -1.60 1.76 -1.05
H 1.78 1.78 -3.75
C 3.75 -1.74 0.88
C 2.98 -2.92 0.78
H -3.51 2.07 -2.53
C -1.90 0.93 -1.71
H -2.56 0.26 -1.14
H 0.85 0.42 -4.41
C -0.88 -1.21 -2.39
C 3.14 -0.51 0.81
H -2.62 4.55 3.06
H 1.09 -1.69 -3.20
H -3.04 0.68 -3.54
H -0.15 -1.32 -4.44
C 0.98 -1.58 0.53
*
```

Atom charges from the Mulliken analysis, given in e for atoms 1 to 4: number 1, H, carries 0.45; number 2, C, carries -0.24; number 3, O, carries -0.44; number 4, N, carries 0.09



Record 3
C20H29O19Pd2 | ωB97M-V with the def2-TZVPD basis set

Values from the calculation:
Total energy: -2463.31810 Ha
Energy above the lowest of the compared OMol25 structures with the same formula, charge and spin: 85.19 kcal/mol
E_HOMO (spin up / spin down): -15.3 / -15.3 eV
⟨S²⟩: 6.03

Structure (ORCA input):
```
! RIJCOSX wB97M-V def2-TZVPD def2/J DEFGRID3
* xyz 3 5
Pd -9.71 -51.95 14.28
O -14.29 -47.78 20.43
O -16.63 -47.31 20.58
C -16.63 -45.69 18.91
H -14.84 -47.49 12.15
O -14.68 -48.77 4.68
H -16.39 -56.53 12.69
H -18.08 -47.40 19.40
H -16.92 -51.24 18.87
H -11.68 -48.74 5.18
C -14.36 -52.19 17.96
O -13.23 -47.46 5.88
C -13.77 -49.63 5.24
C -15.16 -57.07 10.93
C -17.49 -46.59 19.83
H -13.94 -46.51 13.23
O -15.31 -46.65 5.16
C -13.18 -48.51 12.64
H -13.64 -50.47 4.56
H -15.72 -57.23 10.01
O -13.42 -51.92 17.26
C -15.90 -56.03 11.85
H -14.26 -50.14 6.07
H -16.83 -45.74 17.84
C -12.59 -48.77 5.78
O -20.66 -44.62 10.98
C -19.92 -43.93 10.00
H -8.29 -44.89 20.45
H -9.66 -45.94 20.23
C -20.35 -44.25 12.26
H -17.14 -52.82 18.03
C -10.07 -44.23 17.95
C -15.34 -47.19 20.06
H -16.05 -53.87 19.83
O -9.10 -44.94 18.61
H -18.10 -45.92 20.43
H -12.41 -48.87 6.85
H -13.09 -48.43 11.56
C -16.46 -52.19 18.59
H -15.95 -52.14 20.50
H -13.52 -49.51 12.91
C -9.28 -44.94 19.99
H -16.69 -44.63 19.16
O -19.77 -43.11 12.14
Pd -8.69 -45.88 12.54
H -19.08 -44.57 9.73
O -10.58 -43.51 18.86
O -13.91 -56.46 10.75
C -10.34 -43.91 20.20
C -14.43 -47.50 5.18
H -16.72 -55.70 11.21
O -15.47 -51.88 17.59
O -12.78 -54.72 11.75
H -15.22 -58.05 11.41
H -11.19 -44.33 20.73
O -11.87 -48.44 13.15
O -10.04 -44.10 16.74
C -14.25 -47.54 13.07
H -9.94 -43.12 20.83
C -19.58 -42.72 10.76
C -15.72 -52.84 19.70
H -14.79 -47.88 13.96
H -18.52 -42.45 10.71
H -20.37 -43.79 9.02
O -20.85 -44.76 13.21
O -14.45 -52.72 19.20
H -20.16 -41.87 10.42
O -14.90 -55.12 12.16
O -15.34 -46.33 19.06
C -13.78 -55.41 11.62
*
```

Atom charges from the Mulliken analysis, given in e for atoms 1 to 4: number 1, Pd, carries 1.00; number 2, O, carries -0.58; number 3, O, carries -0.32; number 4, C, carries -0.24



Record 4
C20H30AuFN3O7PS | ωB97M-V with the def2-TZVPD basis set

Values from the calculation:
Total energy: -2445.65385 Ha
Energy above the lowest of the compared OMol25 structures with the same formula, charge and spin: 11.05 kcal/mol
E_HOMO: -13.4 eV

Structure (ORCA input):
```
! RIJCOSX wB97M-V def2-TZVPD def2/J DEFGRID3
* xyz 2 1
H -2.56 0.69 -4.57
Au -0.17 -0.06 -0.22
C 10.41 -1.24 -1.03
H -1.57 -0.70 -4.07
C 4.18 -0.83 -1.52
H -4.04 -1.53 -2.66
H 10.40 -4.29 -2.57
H 7.40 3.28 -3.25
C 6.56 -0.38 -1.51
C 3.69 1.83 -1.85
C 1.31 1.71 -2.10
H 2.95 -2.18 1.96
C 6.62 2.53 -3.22
C 6.03 2.45 -1.82
H 11.28 -1.35 -0.37
O -1.86 -0.46 -1.15
H 6.78 2.23 -1.07
S 0.95 -1.01 1.99
C -1.86 0.33 -3.82
H 10.60 -3.84 -0.87
H -0.98 0.97 -3.82
H -4.84 0.01 -3.08
H 3.65 -2.90 -1.36
C 10.09 -3.58 -1.80
C -2.94 2.04 -1.73
H 7.04 1.58 -3.54
H 1.93 -2.52 0.51
H 5.85 2.82 -3.94
H 7.39 0.30 -1.60
H 10.04 -1.88 -2.97
H -1.99 2.58 -1.69
C 6.85 -1.73 -1.37
O 1.40 0.13 1.07
C 1.95 -2.39 1.60
C 4.47 -2.19 -1.40
H -3.59 2.52 -2.46
N 4.96 1.44 -1.71
H 9.26 -2.27 0.50
P -2.65 0.35 -2.22
O 0.14 1.26 -1.62
O 1.86 -1.23 -1.51
H 3.54 2.89 -2.03
H 11.56 -2.25 -2.47
H -3.42 2.06 -0.76
N 10.59 -2.22 -2.18
C 8.57 -3.53 -1.64
F 5.99 -3.93 -1.13
C 2.77 -0.40 -1.60
H 1.53 -3.25 2.12
H 8.29 -4.26 -0.88
C 9.09 -1.57 -0.33
C 5.25 0.09 -1.57
O 0.99 -0.72 3.37
H 8.08 -3.82 -2.57
N 8.19 -2.16 -1.32
H 10.42 -0.25 -1.46
C -4.21 -0.50 -2.35
H 5.59 3.40 -1.54
O -0.42 -1.28 1.39
C 5.76 -2.62 -1.30
C 2.59 1.01 -1.80
O 1.28 2.69 -2.79
H -4.70 -0.49 -1.38
H 8.66 -0.67 0.09
*
```

Atom charges from the Mulliken analysis, given in e for atoms 1 to 4: number 1, H, carries 0.41; number 2, Au, carries 1.04; number 3, C, carries -0.73; number 4, H, carries 0.36



Record 5
C20H30BrCoO10 | ωB97M-V with the def2-TZVPD basis set

Values from the calculation:
Total energy: -5489.19798 Ha
Energy above the lowest of the compared OMol25 structures with the same formula, charge and spin: 16.51 kcal/mol
E_HOMO (spin up / spin down): -10.4 / -10.3 eV
⟨S²⟩: 3.76

Structure (ORCA input):
```
! RIJCOSX wB97M-V def2-TZVPD def2/J DEFGRID3
* xyz 1 4
H 1.69 3.61 -2.26
H -2.04 -2.57 3.72
H -2.74 -1.70 -3.70
H 0.39 4.09 0.75
H -0.38 4.07 4.54
H 3.77 0.19 -2.46
O -2.21 -0.84 1.48
H 0.06 -1.23 -4.98
C 3.07 0.96 -2.78
H 3.87 2.96 -2.86
H -4.83 -3.32 3.77
H 2.39 -1.46 -0.96
C -2.99 -2.26 3.29
C -0.98 -1.81 -2.49
H 4.16 2.21 -1.33
H 3.74 -1.66 2.84
O -3.54 -2.54 1.02
O -0.98 -1.38 -1.36
H 1.94 3.32 -0.66
H -5.29 -3.53 1.53
H -1.20 -3.90 -4.49
Br -3.34 1.03 -1.36
H -1.39 5.56 2.03
Co -1.37 0.31 -0.03
H 4.42 -0.69 0.07
C -1.09 4.24 3.74
O 2.30 -0.37 2.03
C -0.57 5.10 2.57
C -4.22 -3.64 1.68
C 0.11 3.95 1.79
C -1.73 -1.30 -3.70
O 0.50 -0.48 0.82
C 3.63 -0.87 2.10
O 0.06 1.43 -1.26
C 3.90 -1.43 0.70
H 4.59 -2.27 0.67
H 0.16 5.88 2.78
C 3.41 2.31 -2.12
H 4.38 -0.12 2.37
H -3.50 -4.41 3.53
H 3.21 1.12 -3.85
H -3.78 -4.55 1.28
O -1.56 3.05 3.10
H 2.18 -2.68 0.31
H 0.58 -3.37 -4.57
H -1.39 -1.90 -5.79
C -0.43 -3.15 -4.26
C -0.87 -1.79 -4.84
H 1.01 3.66 2.34
O -1.03 1.86 1.29
H -3.42 -1.50 3.93
C -2.86 -1.79 1.86
O 1.74 0.62 -2.42
C 2.07 2.81 -1.62
C -3.92 -3.46 3.19
H -1.89 -0.22 -3.57
C 2.54 -1.67 0.09
O -0.33 -2.92 -2.84
C 1.64 -0.81 0.97
C -0.88 2.84 1.97
H -1.94 4.81 4.11
C 1.16 1.61 -1.70
*
```

Atom charges from the Mulliken analysis, given in e for atoms 1 to 4: number 1, H, carries 0.38; number 2, H, carries 0.26; number 3, H, carries 0.28; number 4, H, carries 0.23



Record 6
C20H30Cl2F6N2O2S2SbV | ωB97M-V with the def2-TZVPD basis set

Values from the calculation:
Total energy: -4539.45015 Ha
Energy above the lowest of the compared OMol25 structures with the same formula, charge and spin: 2.99 kcal/mol
E_HOMO (spin up / spin down): -17.4 / -17.4 eV
⟨S²⟩: 3.78

Structure (ORCA input):
```
! RIJCOSX wB97M-V def2-TZVPD def2/J DEFGRID3
* xyz 3 4
F 3.25 -1.71 1.42
F 4.71 -3.53 2.61
O 0.88 0.12 -0.90
F 5.36 -0.24 1.28
H 3.13 -3.40 -2.42
C -0.46 -0.89 -3.09
H 2.32 -1.28 3.79
N 0.86 -1.50 2.29
F 4.79 -1.15 3.63
H -2.35 -1.02 -4.00
H 0.66 -1.18 4.37
H 0.24 3.77 -5.58
H 1.02 1.54 -4.90
H 3.93 -3.59 -0.80
H -0.35 2.30 -0.89
C -0.24 2.62 -1.91
C -3.28 -1.49 -1.54
V 1.83 -0.98 0.49
C -0.65 3.89 -2.31
H -3.43 2.25 2.88
H -0.80 5.28 -3.93
S -2.73 -1.71 0.18
C -3.84 1.35 2.45
H -0.42 -1.77 -2.44
H -3.63 0.45 -2.39
H -2.25 0.44 -1.31
H 3.50 0.65 3.01
S 0.88 0.16 -2.46
C -5.20 1.06 2.62
H -0.15 -1.38 2.21
Sb 5.48 -1.93 2.09
C 0.53 2.18 -4.18
H 2.73 2.22 2.84
H 3.39 1.01 0.81
H -0.04 -1.19 -4.06
N 2.46 0.90 1.21
H 1.90 1.64 0.79
H -1.09 4.56 -1.59
C -5.01 -0.94 1.32
C -3.64 -0.62 1.13
C -2.76 -0.14 -2.09
H -1.79 0.61 -3.84
H -6.83 -0.29 2.21
C -3.04 0.50 1.73
O -1.27 -1.49 0.25
C 0.34 1.79 -2.86
H -5.81 1.73 3.21
F 5.64 -2.65 0.37
C 1.40 0.64 3.47
Cl 3.63 -1.32 -1.40
C 3.21 -3.05 -1.40
H -5.43 -1.85 0.90
C -1.86 -0.33 -3.31
H -1.98 0.69 1.58
C -5.78 -0.08 2.06
C 0.10 3.45 -4.56
Cl 1.57 -3.24 -0.63
C -0.49 4.29 -3.63
H 0.46 1.05 3.07
C 2.59 1.15 2.68
H -2.89 -2.36 -2.07
H 1.01 -2.51 2.38
H 1.49 1.04 4.49
C 1.33 -0.87 3.57
H -4.36 -1.58 -1.49
F 7.24 -2.05 2.58
*
```

Atom charges from the Mulliken analysis, given in e for atoms 1 to 4: number 1, F, carries 0.16; number 2, F, carries -0.53; number 3, O, carries 0.39; number 4, F, carries -0.58



Record 7
C20H30ClIrO2 | ωB97M-V with the def2-TZVPD basis set

Values from the calculation:
Total energy: -1494.72407 Ha
Energy above the lowest of the compared OMol25 structures with the same formula, charge and spin: 4.80 kcal/mol
E_HOMO (spin up / spin down): -3.9 / -8.6 eV
⟨S²⟩: 6.02

Structure (ORCA input):
```
! RIJCOSX wB97M-V def2-TZVPD def2/J DEFGRID3
* xyz 0 5
C 0.21 -2.36 3.78
C -0.91 -1.42 -4.89
C 0.32 -0.55 -4.77
H -0.53 2.01 -3.98
H 2.47 -0.67 -4.79
H -0.72 2.89 -0.31
H 0.01 -2.32 1.53
H 1.46 2.06 0.30
H 0.21 2.21 4.70
C -1.69 0.44 4.42
C 0.25 -0.16 -0.89
H -0.67 0.92 -6.11
O 1.49 0.54 -1.17
H 0.15 -1.02 -1.56
H -3.66 -1.87 2.95
C 0.34 1.39 -4.22
H 2.23 -0.75 1.58
O 0.31 0.14 -3.50
H -0.63 -2.96 4.10
H -1.28 1.78 2.58
Cl 1.80 2.34 3.01
C 0.28 0.76 -5.59
C 0.55 -2.01 2.43
C -0.93 0.82 -0.97
H 1.22 -1.82 5.73
H 3.01 -0.49 4.17
C -2.55 -0.71 4.49
H -1.52 1.17 5.21
H -0.84 -2.27 -4.19
C 2.14 -1.05 3.82
C -2.94 -1.08 3.19
H 1.87 2.58 -1.37
H -1.60 0.66 -1.82
H 1.66 -2.16 -4.26
C -2.36 -0.21 2.24
C 1.60 -1.33 -4.97
H -2.89 -1.15 5.43
C 0.92 1.49 4.29
H 0.31 -0.55 0.14
C -1.56 0.79 2.94
H -1.00 -1.82 -5.91
H -2.57 -0.18 1.18
H 1.66 1.28 5.07
C 1.20 -1.76 4.65
H 1.29 1.90 -3.98
H 1.64 -1.72 -5.99
Ir 0.09 -0.15 3.58
C 1.22 1.91 -0.78
H -0.37 2.62 -2.04
H 1.16 0.97 -6.20
C 1.73 -1.18 2.46
C -0.27 2.20 -1.03
H -1.82 -0.86 -4.65
H -1.52 0.71 -0.05
*
```

Atom charges from the Mulliken analysis, given in e for atoms 1 to 4: number 1, C, carries -0.43; number 2, C, carries -1.68; number 3, C, carries 1.31; number 4, H, carries 0.33



Record 8
C20H30ClN3O3 | ωB97M-V with the def2-TZVPD basis set

Values from the calculation:
SMILES: CC[C@H](C)[C@@H](CC(=O)N[C@@]1(CO)CC[C@H](C)C1)NC(=O)c1cncc(Cl)c1
Total energy: -1630.35388 Ha
Energy above the lowest of the compared OMol25 structures with the same formula, charge and spin: 0.36 kcal/mol
E_HOMO: -9.6 eV

Structure (ORCA input):
```
! RIJCOSX wB97M-V def2-TZVPD def2/J DEFGRID3
* xyz 0 1
C -0.19 -0.81 2.50
N -1.24 -0.79 4.65
H -1.31 2.04 -0.26
H 1.96 -1.95 -1.77
N -0.78 -0.12 -1.78
H -0.46 -2.60 1.31
H 5.26 0.36 -1.65
C -2.74 -0.47 -0.29
O 0.49 1.20 1.43
H -2.86 0.28 -4.31
C 4.17 0.28 -1.74
H 1.67 0.85 -0.56
C 2.02 -0.18 -0.51
C -1.40 -2.71 3.24
O -2.44 -0.56 -4.10
C 4.00 0.72 0.74
H -3.69 -1.01 -0.38
H -3.73 1.44 -2.03
C -1.67 -2.03 4.42
C -0.64 -2.10 2.26
C -2.65 1.39 -1.81
H 5.72 1.18 1.97
H 3.78 1.76 0.49
H 6.13 0.88 0.29
H -0.32 0.69 -2.17
H -3.97 1.01 0.72
C 1.48 -0.97 -1.72
N 1.42 -0.73 0.70
C -2.24 -0.08 -1.70
C -2.84 -0.96 -2.80
H -2.26 -2.50 5.20
H 3.40 0.49 1.62
Cl -2.02 -4.30 3.00
H 3.79 1.26 -2.03
H -2.84 3.65 0.86
H 5.71 -0.47 1.34
H 3.97 -0.42 -2.55
C -0.52 -0.20 3.71
O -0.45 -2.29 -1.20
H 1.41 -1.74 0.79
H -2.63 4.08 -0.83
C 0.59 -0.01 1.50
C -3.03 3.32 -0.16
H -0.19 0.82 3.90
H -2.50 -1.98 -2.67
H 1.70 -0.44 -2.64
H -2.13 1.93 -2.60
H -2.39 0.83 1.46
C -2.39 1.96 -0.41
C -0.01 -1.21 -1.56
C 3.55 -0.17 -0.42
C 5.47 0.57 1.10
C -2.92 0.84 0.50
H -4.11 3.27 -0.30
H -2.05 -1.17 0.17
H 3.87 -1.20 -0.21
H -3.93 -0.94 -2.70
*
```

Atom charges from the Mulliken analysis, given in e for atoms 1 to 4: number 1, C, carries 0.60; number 2, N, carries -0.62; number 3, H, carries -0.13; number 4, H, carries 0.35